# 1
Density functional theory data (ωB97M-V/def2-TZVPD) for C8H13N5 as an isolated structure.

Element x y z (Å)
C  4.0657  -0.6592  0.1489
C  2.9863  -1.5092  -0.0645
C  3.9439  0.7577  0.0523
C  1.6744  -0.9495  -0.0655
C  1.5953  0.4284  -0.0812
C  0.5073  -1.7351  -0.0474
C  -0.9298  0.0218  0.1986
C  -2.4457  0.3007  -0.2332
N  2.6864  1.1968  -0.1784
N  -0.7211  -1.3050  -0.0616
N  -0.1876  1.0577  -0.4467
N  -3.1693  -1.0235  -0.0091
N  -0.4336  2.2186  0.0770
H  4.9216  -1.2704  0.1581
H  3.2724  -2.5221  -0.1990
H  4.7748  1.4102  0.0544
H  0.7468  -2.7218  0.0159
H  -0.7809  0.3584  1.2457
H  -2.6082  0.7035  -1.2410
H  -2.8649  1.1074  0.4635
H  -3.9274  -0.9908  0.6765
H  -2.2989  -1.6467  0.0850
H  -3.6009  -1.2068  -0.9321
H  2.6517  2.2193  -0.3170
H  -0.3848  2.1937  1.0560
H  0.0084  3.0494  -0.2392

Cartesian forces, eV/Å:
-1.0 1.0 -1.0
-0.9 2.1 0.6
-0.9 -3.9 -0.2
2.7 1.2 0.3
-2.7 0.6 -1.2
-2.8 1.6 -0.4
-2.6 3.5 0.4
-0.6 1.5 2.5
0.5 1.3 0.7
3.6 -2.5 0.5
4.8 -1.6 -3.0
-0.1 1.4 -2.1
-0.8 0.8 0.8
1.8 0.6 0.4
-0.5 -1.0 0.0
0.5 0.8 0.0
-0.2 -3.1 -0.3
-0.7 -1.4 0.5
0.5 -0.6 0.1
0.4 -1.3 -1.0
0.5 -0.2 0.2
-0.8 -0.5 0.4
0.0 -0.5 0.7
-0.7 -0.6 0.1
-0.3 0.4 2.1
0.3 0.4 -1.2

As for the largest force on an atom: 5.88 eV/Å. The value obtained for the calculated total energy is -585.67897 hartree. The charge is +2. Its HOMO energy is -16.4 eV. For the frontier orbital gap, the calculation gives 8.084 eV.

# 2
Density functional theory data (ωB97M-V/def2-TZVPD) for C4H6BaO2 as an isolated structure.

Element x y z (Å)
C  0.5250  -1.0524  0.3708
O  1.0885  -2.1475  -0.1683
H  0.1483  -1.2421  1.3763
H  1.2108  -2.0649  -1.1221
C  -2.3199  0.1865  0.0295
C  -1.0758  0.9376  0.0854
H  -3.1426  0.9252  -0.0082
H  -1.0911  0.9946  1.2097
H  -1.0400  1.9841  -0.2587
C  0.1142  0.1545  -0.3950
O  1.3311  0.2107  0.3790
Ba  3.9807  0.9795  -0.0209
H  0.2709  0.1343  -1.4774

Cartesian forces, eV/Å:
0.0 1.1 -0.3
0.3 0.0 0.0
-0.1 0.0 -0.4
-0.2 0.0 0.0
-0.3 0.1 -0.3
0.2 0.6 -0.2
0.1 -0.1 0.3
0.1 -0.1 -0.2
-0.1 -0.2 0.0
-0.3 -1.4 0.9
1.0 0.1 -0.1
-0.5 -0.2 0.1
0.0 0.0 0.2

As for the largest force on an atom: 1.68 eV/Å. The value obtained for the calculated total energy is -331.52814 hartree. The charge is +1. Its HOMO energy (spin up / spin down) is -8.8 / -12.1 eV. As for the multiplicity: 2. For the frontier orbital gap (spin up / spin down), the calculation gives 5.423 / 8.356 eV.

It is found that the relative energy (zero: lowest compared OMol25 entry of this formula, charge and spin) values, taken in the order of the records, are 3.612, 2.782 eV.